C29H27BrFN5O3W as an isolated structure in a non-equilibrium geometry, computed with wB97M-V/def2-TZVPD.

**Max |F|**: 2.14 eV Å⁻¹
**<S²>**: 2.015
**Net charge**: +4
**Frontier orbital gap (alpha / beta)**: 4.7245 / 4.6376 eV
**HOMO energy (alpha / beta)**: -17.38 / -17.37 eV
**Molar mass**: 776.3 g mol⁻¹
**Multiplicity**: 3

Geometry as XYZ:
```
67
Properties=species:S:1:pos:R:3:forces:R:3:mulliken_spin:R:1
W -2.19115 1.17095 2.68636 0.852 0.664 -1.465 1.778
Br -5.03559 -5.63840 3.57475 -0.377 -0.099 0.204 0.004
F 3.67630 -0.87093 -0.25049 -0.218 0.218 -0.052 0.000
O -0.68134 0.75596 1.46775 -1.467 0.178 0.852 0.151
O -3.45630 1.03336 1.27372 -0.302 0.127 0.250 -0.018
O -2.48845 3.01109 0.89189 -0.531 -0.607 0.334 0.003
N -1.89415 2.19255 4.53041 0.054 -0.939 0.104 0.050
N -0.85844 1.02949 -2.65930 -1.272 -0.504 0.585 0.009
N -2.26904 -0.28870 4.07414 -0.083 -1.265 -0.104 -0.077
N 3.56158 -0.75582 -3.05429 0.968 -0.758 -0.709 0.001
N 5.40030 -1.97105 -4.84606 0.266 -0.619 -1.878 0.000
C -4.89074 -2.83076 4.14481 0.087 -0.874 -0.787 -0.003
C -4.26215 -1.61131 4.11396 -0.498 -0.229 0.514 -0.018
C -2.90675 -1.58854 3.82945 0.808 0.116 -0.696 0.045
C -1.96688 -0.04207 5.29515 -0.296 0.722 0.917 0.048
C -1.97611 1.22505 -1.94401 0.645 1.176 0.153 0.001
C -1.79227 2.12729 -4.78663 0.230 -0.298 -0.391 0.000
C 1.52153 -0.04189 -0.03913 0.106 0.112 0.168 0.004
C -1.41794 4.05210 5.93844 0.584 -0.003 0.181 0.000
C -1.74783 1.36162 5.62608 0.714 -0.308 -0.895 0.029
C -1.97424 1.25230 -0.56105 1.636 -0.756 0.200 0.039
C -2.85019 -3.96274 3.36228 0.296 1.801 0.289 0.001
C 1.37222 0.20843 -2.82042 0.640 0.218 0.259 -0.001
C 4.19340 -2.05496 -2.71335 0.964 0.352 -0.835 0.000
C 0.28542 0.56761 -2.04502 0.202 0.460 0.469 0.001
C 3.46964 -0.54933 -4.51078 0.221 0.134 0.278 -0.001
C -4.19139 -3.98852 3.73083 -0.211 -0.073 -0.033 0.010
C 2.56998 -0.39716 -0.83608 0.120 -0.015 0.062 0.004
C 2.56423 -0.28782 -2.28057 -1.919 -0.155 0.935 -0.001
C -1.69284 3.48702 4.69079 -0.665 0.501 0.423 -0.010
C 5.56036 -2.19376 -3.40311 -1.592 -0.806 0.450 0.000
C -0.29886 2.10342 -4.95788 0.649 0.068 0.475 0.001
C -0.80760 0.82694 0.13278 1.197 -0.152 -1.550 0.039
C -2.18506 -2.70982 3.41795 -0.291 -1.294 0.170 -0.022
C -2.79019 1.91797 0.44683 -0.396 0.388 0.728 -0.067
C 4.84041 -0.62896 -5.14952 -0.975 -0.631 0.124 0.000
C -1.16980 3.23276 7.02035 -0.547 -0.913 0.314 -0.003
C 0.34084 0.48126 -0.63556 -0.502 -0.482 0.524 -0.013
C -1.32567 1.81868 6.82545 -0.096 0.931 0.984 0.014
C -0.98473 1.06682 -4.11818 0.307 0.410 0.389 -0.001
H -1.35374 5.12399 6.01213 -0.005 0.205 0.059 0.001
H -0.97421 3.59065 8.04802 0.071 0.019 -0.848 0.000
H 3.15214 0.43975 -4.73846 -0.377 1.015 0.189 0.000
H 5.89868 -3.21659 -3.22710 0.367 0.257 -0.055 0.000
H -4.87100 -0.73953 4.37174 0.536 -0.056 -0.002 0.002
H -0.96192 0.07668 -4.50945 -0.317 -0.601 -0.311 0.000
H 5.50507 0.11248 -4.74284 0.310 0.270 0.196 0.000
H -5.93749 -2.87134 4.40879 -0.026 -0.228 -0.011 0.000
H 4.78965 -0.52618 -6.22682 -0.066 0.095 -0.156 0.000
H 1.58928 -0.14633 1.06059 0.091 0.043 -0.922 -0.001
H -1.90770 4.08326 3.82889 0.204 0.538 -0.358 0.004
H -2.11700 2.97015 -4.19404 -0.249 -0.052 0.007 0.000
H 4.87315 -2.71287 -5.37962 0.370 0.662 0.951 0.000
H -2.30677 -4.86482 3.08161 -0.259 0.283 0.050 0.000
H 0.24193 2.90091 -4.42936 -0.237 -0.370 -0.369 0.000
H 6.31243 -1.97031 -5.28080 0.684 -0.334 -0.184 0.000
H -1.11381 -2.76745 3.21871 -0.234 0.662 0.081 -0.001
H -1.20672 1.12519 7.65277 0.104 0.114 -0.056 0.001
H 6.24506 -1.44244 -3.07592 0.593 0.282 0.443 0.000
H 4.41585 -2.17670 -1.68217 -0.072 0.308 0.881 0.000
H -2.82961 1.54667 -2.50374 -0.379 0.018 -0.219 -0.001
H 3.57820 -2.91267 -2.96848 -0.482 -0.021 -0.379 0.000
H 2.71918 -1.18251 -4.99338 0.167 -0.471 0.067 0.000
H -2.45111 1.78865 -5.57585 0.019 0.234 0.002 0.000
H 0.20588 1.68205 -5.82724 -0.360 0.447 -0.025 0.000
H -1.99313 -0.81914 6.06524 0.031 0.114 -0.245 -0.004
H 1.24722 0.39835 -3.85596 0.213 -0.232 -0.727 0.001
```
Positions in Å, forces in eV/Å.